The following is a DFT calculation (ωB97M-V/def2-TZVPD) of a molecular structure, C24H62BrFInO6.

Geometry (Å):
1 F -2.20 -1.02 4.64
2 In -1.89 -2.95 5.33
3 Br -1.02 -2.69 7.80
4 H -3.40 -3.88 5.34
5 H -0.58 -3.69 4.38
6 C -1.21 -3.40 -0.58
7 C -0.15 -2.68 0.25
8 O 0.48 -3.51 1.20
9 C 1.20 -4.61 0.68
10 C 2.34 -4.19 -0.24
11 H -1.91 -3.92 0.07
12 H -1.75 -2.69 -1.19
13 H -0.76 -4.14 -1.24
14 H -0.63 -1.90 0.84
15 H 0.59 -2.20 -0.40
16 H 0.52 -5.30 0.17
17 H 1.60 -5.13 1.55
18 H 1.96 -3.73 -1.16
19 H 2.94 -5.06 -0.52
20 H 2.99 -3.47 0.26
21 C 3.53 -1.16 -2.77
22 C 2.45 -1.52 -3.77
23 O 1.15 -1.16 -3.34
24 C 0.94 0.21 -3.09
25 C 1.13 1.09 -4.32
26 H 3.29 -1.55 -1.78
27 H 4.49 -1.57 -3.09
28 H 3.65 -0.08 -2.68
29 H 2.42 -2.60 -3.90
30 H 2.66 -1.08 -4.75
31 H 1.58 0.55 -2.27
32 H -0.08 0.30 -2.74
33 H 2.17 1.10 -4.65
34 H 0.83 2.12 -4.10
35 H 0.51 0.72 -5.14
36 C 5.62 1.43 -7.47
37 C 4.90 1.57 -6.14
38 O 5.14 0.51 -5.24
39 C 6.49 0.35 -4.84
40 C 7.06 1.55 -4.10
41 H 5.41 0.45 -7.91
42 H 5.29 2.20 -8.16
43 H 6.70 1.52 -7.36
44 H 3.82 1.56 -6.31
45 H 5.13 2.54 -5.67
46 H 7.12 0.08 -5.70
47 H 6.49 -0.52 -4.17
48 H 7.16 2.42 -4.76
49 H 8.05 1.31 -3.71
50 H 6.41 1.83 -3.27
51 C -2.80 5.03 -6.63
52 C -2.19 3.65 -6.44
53 O -1.41 3.54 -5.26
54 C -2.10 3.73 -4.04
55 C -3.21 2.71 -3.80
56 H -2.03 5.80 -6.56
57 H -3.27 5.10 -7.61
58 H -3.56 5.24 -5.88
59 H -1.50 3.45 -7.26
60 H -2.96 2.88 -6.47
61 H -2.49 4.75 -3.97
62 H -1.34 3.62 -3.27
63 H -4.03 2.84 -4.50
64 H -3.61 2.83 -2.79
65 H -2.82 1.70 -3.91
66 C 1.93 -4.34 13.63
67 C 0.83 -3.39 13.19
68 O 0.98 -2.91 11.88
69 C 0.96 -3.90 10.86
70 C -0.33 -4.68 10.79
71 H 2.91 -3.89 13.46
72 H 1.83 -4.58 14.69
73 H 1.90 -5.28 13.07
74 H 0.84 -2.50 13.83
75 H -0.16 -3.85 13.32
76 H 1.83 -4.57 10.97
77 H 1.10 -3.36 9.92
78 H -0.47 -5.31 11.69
79 H -0.33 -5.34 9.92
80 H -1.18 -4.01 10.72
81 C -6.82 5.53 1.46
82 C -6.46 5.27 0.01
83 O -5.27 4.53 -0.16
84 C -5.28 3.23 0.39
85 C -6.33 2.32 -0.22
86 H -5.98 5.97 1.99
87 H -7.67 6.21 1.53
88 H -7.09 4.61 1.98
89 H -6.28 6.23 -0.49
90 H -7.29 4.79 -0.52
91 H -5.38 3.27 1.48
92 H -4.29 2.82 0.19
93 H -7.34 2.64 0.04
94 H -6.21 1.30 0.16
95 H -6.25 2.31 -1.30

The largest force on an atom is 0.01256 Eh/bohr. Its LUMO energy is 0.0722 hartree. The net charge is -1. The HOMO energy comes out at -5.3 eV.